Entry 1:
This record from OMol25 describes a cluster of 9 separate species, C18H54O9 in total in a non-equilibrium geometry. The level of theory is ωB97M-V/def2-TZVPD.

Output
Frontier orbital gap in eV: 10.2
HOMO level in eV: -9.92
Total charge: 0
E_tot in Ha: -1395.2220
Energy relative to the best compared isomer or geometry (same formula, charge and spin) in kcal per mole: 90.9
Structure (SMILES): CC(C)O.CC(C)O.CC(C)O.CC(C)O.CC(C)O.CC(C)O.O.O.O

Last column: Löwdin charge in e.
Geometry (Å):
C1 -1.0306 6.5139 8.6238  -0.07
C2 -0.8950 5.1236 8.0529  -0.51
C3 -1.4589 5.0940 6.6225  -0.06
O1 0.4794 4.8709 7.9344  -0.05
H1 -1.9959 6.9364 8.3448  0.09
H2 -0.2354 7.0867 8.1467  0.08
H3 -0.7090 6.6330 9.6584  0.08
H4 -1.4396 4.3843 8.6401  0.13
H5 -2.5371 5.0347 6.4740  0.08
H6 -1.0853 4.2044 6.1156  0.07
H7 -1.0775 5.9169 6.0179  0.08
H8 0.8554 5.2943 8.7096  0.08
C4 3.5211 -5.9092 1.9913  -0.05
C5 3.3793 -7.0748 1.0342  -0.51
C6 2.2652 -8.0980 1.4695  -0.05
O2 3.2461 -6.6878 -0.2910  -0.04
H9 3.6032 -4.9716 1.4415  0.07
H10 4.3401 -5.9982 2.7049  0.08
H11 2.5822 -5.8204 2.5379  0.07
H12 4.3434 -7.5827 1.0598  0.13
H13 2.4002 -9.0123 0.8917  0.07
H14 1.2291 -7.7701 1.3856  0.07
H15 2.4282 -8.4409 2.4913  0.07
H16 2.8759 -5.8048 -0.3610  0.09
C7 -0.1423 0.0263 -0.3903  -0.06
C8 -0.1137 -0.0923 -1.8840  -0.54
C9 0.5766 1.0624 -2.6002  -0.06
O3 0.5518 -1.2433 -2.3051  -0.03
H17 -0.7939 0.7858 0.0418  0.08
H18 0.8431 0.3324 -0.0389  0.08
H19 -0.3236 -0.9919 -0.0461  0.08
H20 -1.1601 -0.0287 -2.1826  0.13
H21 0.8135 0.8487 -3.6425  0.08
H22 1.5767 1.1071 -2.1691  0.08
H23 0.0913 2.0229 -2.4272  0.09
H24 1.0829 -1.0293 -3.0757  0.08
C10 -1.9353 -4.9516 7.7303  -0.05
C11 -2.7243 -3.8056 7.0476  -0.57
C12 -2.3497 -2.4212 7.5871  -0.05
O4 -2.5879 -3.8201 5.7175  -0.01
H25 -2.3863 -5.9367 7.6108  0.07
H26 -2.0733 -4.7197 8.7864  0.07
H27 -0.8949 -4.9933 7.4080  0.08
H28 -3.7491 -4.0423 7.3338  0.13
H29 -1.4876 -2.0737 7.0177  0.08
H30 -1.9540 -2.3097 8.5966  0.07
H31 -3.1727 -1.7208 7.4452  0.08
H32 -3.0466 -4.6288 5.4782  0.10
C13 6.5789 -1.1828 -6.7562  -0.07
C14 5.6646 -0.9440 -7.9129  -0.58
C15 6.3183 -0.9533 -9.2019  -0.08
O5 4.7092 -1.9393 -7.9203  -0.04
H33 6.0158 -1.3566 -5.8393  0.08
H34 7.1885 -0.3011 -6.5581  0.08
H35 7.1984 -2.0787 -6.7981  0.08
H36 5.2057 0.0178 -7.6839  0.15
H37 6.9856 -1.7840 -9.4317  0.09
H38 6.8463 -0.0026 -9.1277  0.09
H39 5.6644 -0.9777 -10.0736  0.09
H40 5.1952 -2.7670 -7.9324  0.09
C16 -7.1507 3.8813 -0.8124  -0.05
C17 -7.3670 4.5454 -2.1990  -0.54
C18 -7.9421 3.7252 -3.3160  -0.06
O6 -8.0909 5.6932 -2.0328  -0.03
H41 -7.9418 3.9180 -0.0635  0.08
H42 -6.2894 4.2859 -0.2808  0.07
H43 -6.8800 2.8352 -0.9554  0.07
H44 -6.3906 4.8141 -2.6022  0.13
H45 -7.9376 4.1598 -4.3156  0.08
H46 -8.9571 3.4298 -3.0502  0.08
H47 -7.5343 2.7197 -3.4204  0.08
H48 -7.7591 6.1475 -1.2549  0.09
O7 5.0817 6.0492 -0.2259  -0.05
H49 4.9739 5.6645 0.6440  0.03
H50 5.7161 5.4810 -0.6627  0.03
O8 -0.8157 -1.2147 -9.0041  -0.06
H51 0.0775 -1.4490 -8.7521  0.03
H52 -1.2952 -2.0430 -8.9860  0.03
O9 1.0875 3.8133 -9.9486  -0.05
H53 1.4802 3.4329 -10.7343  0.03
H54 0.6383 3.0811 -9.5263  0.03

=====

Entry 2:
This record from OMol25 describes a cluster of 2 separate species, C6H6NO3 in total in a non-equilibrium geometry. The level of theory is ωB97M-V/def2-TZVPD.

Output
Frontier orbital gap (alpha / beta) in eV: 7.3 / 3.8
HOMO level (alpha / beta) in eV: -3.59 / -0.93
Total charge: -1
E_tot in Ha: -512.4818
Energy relative to the best compared isomer or geometry (same formula, charge and spin) in kcal per mole: 186.5

Last column: Löwdin charge in e.
Geometry (Å):
C1 -0.2255 -1.2027 -0.9127  -0.40
C2 0.7264 -1.9292 -0.0676  -0.40
C3 -0.9081 -0.2786 0.0099  -0.23
C4 1.5243 -2.8963 -0.3678  -0.03
C5 -1.8827 0.5619 -0.1451  -0.16
C6 -0.4398 3.9283 0.2254  0.07
N1 0.5766 -1.4894 1.2498  0.03
O1 -2.8528 1.2298 -0.2750  0.08
O2 -0.3062 -1.3897 -2.1321  -0.05
O3 -0.2519 -0.3101 1.2407  -0.07
H1 2.0154 -3.4292 0.4689  0.04
H2 1.5824 -3.2016 -1.4472  0.06
H3 -0.6432 2.7814 0.2593  0.02
H4 -0.2986 4.3603 -0.7063  -0.07
H5 -0.1301 4.7062 0.9923  0.00
H6 1.5138 -1.4410 1.6073  0.11

=====

Entry 3:
This record from OMol25 describes a cluster of 2 separate species, C3H4N2O3 in total in a non-equilibrium geometry. The level of theory is ωB97M-V/def2-TZVPD.

Output
Frontier orbital gap in eV: 8.8
HOMO level in eV: -8.81
Total charge: 0
E_tot in Ha: -451.7008
Energy relative to the best compared isomer or geometry (same formula, charge and spin) in kcal per mole: 175.0

Last column: Löwdin charge in e.
Geometry (Å):
C1 -0.8438 -0.1509 -0.1657  -0.35
C2 -0.3703 0.9039 -0.8967  -0.14
C3 0.4444 -0.8011 0.2701  -0.44
H1 -2.0105 -1.1044 0.6520  0.07
H2 -2.1756 0.7998 1.1732  0.25
H3 -1.0389 1.5817 -1.6544  0.19
H4 2.6141 0.0383 0.8850  0.10
N1 -2.1902 -0.2048 0.1651  0.06
N2 1.4812 -0.3252 -0.4272  0.03
O1 0.9186 1.0600 -1.0006  0.04
O2 2.7773 -0.0416 -0.0356  0.11
O3 0.3936 -1.7557 1.0348  0.07

=====

Entry 4:
This record from OMol25 describes a structure of composition C9H18Cl2OPdS in a non-equilibrium geometry. The level of theory is ωB97M-V/def2-TZVPD.

Output
Spin multiplicity: 5
Frontier orbital gap (alpha / beta) in eV: 8.3 / 5.3
HOMO level (alpha / beta) in eV: -7.67 / -8.24
Total charge: 0
E_tot in Ha: -1875.1293
Energy relative to the best compared isomer or geometry (same formula, charge and spin) in kcal per mole: 0.0

Last column: Löwdin charge in e.
Geometry (Å):
Pd1 -1.6963 1.2654 1.0317  0.78
Cl1 -0.0373 1.2802 -1.6705  0.67
Cl2 -0.1138 -0.2207 1.9640  0.07
C1 -1.8879 2.6758 2.1495  -0.26
H1 -2.8668 2.6424 2.6939  -0.02
H2 -1.3935 3.6652 2.0610  -0.02
C2 -0.7861 -0.3275 -1.2639  -0.69
C3 -1.9335 -0.0847 -0.4653  -0.46
H3 -0.0286 -0.8789 -0.6688  0.06
C4 -3.1254 0.5916 -1.1679  -0.24
H4 -2.2498 -0.9652 0.1268  0.11
C5 -3.4270 -0.0058 -2.5576  -0.18
H5 -4.0151 0.4812 -0.5201  0.11
H6 -2.8967 1.6791 -1.2612  0.09
C6 -2.1907 -0.3665 -3.4006  -0.22
H7 -4.0639 -0.8935 -2.4474  0.11
H8 -4.0313 0.7098 -3.1188  0.11
C7 -1.0740 -1.0373 -2.6229  -0.20
H9 -2.5103 -1.0186 -4.2332  0.12
H10 -1.7855 0.5377 -3.8654  0.10
H11 -1.3682 -2.0677 -2.3975  0.12
H12 -0.1571 -1.0563 -3.2265  0.12
C8 3.6965 -0.8522 1.2332  -0.26
S1 2.6584 -0.0187 0.0296  0.72
C9 2.2866 1.5234 0.8827  -0.33
O1 3.4999 0.2825 -1.1688  -0.56
H13 3.4985 -0.4400 2.2272  0.05
H14 4.7380 -0.7117 0.9249  0.06
H15 3.4195 -1.9132 1.2015  0.05
H16 3.2260 1.9523 1.2552  0.06
H17 1.7892 2.1761 0.1552  0.01
H18 1.5825 1.2858 1.6993  -0.06

=====

Entry 5:
This record from OMol25 describes a structure of composition C35H45AsCrN2P2Te in a non-equilibrium geometry. The level of theory is ωB97M-V/def2-TZVPD.

Output
Spin multiplicity: 2
Frontier orbital gap (alpha / beta) in eV: 6.2 / 6.7
HOMO level (alpha / beta) in eV: -16.47 / -16.46
Total charge: +3
E_tot in Ha: -5700.2821

Last column: Löwdin charge in e.
Geometry (Å):
Cr1 -0.0653 0.0354 -0.2847  0.04
N1 -1.8947 0.5807 0.9239  0.01
C1 -2.1943 1.9788 0.6574  -0.28
C2 -3.0130 2.7275 1.4623  0.03
C3 -3.3445 4.0462 1.1088  -0.01
C4 -2.8770 4.5783 -0.0610  0.03
C5 -2.0271 3.8270 -0.9031  -0.12
C6 -1.5386 4.3165 -2.1328  0.07
C7 -0.7313 3.5158 -2.8970  0.01
C8 -0.3766 2.2517 -2.4236  -0.11
N2 -0.7840 1.7484 -1.2645  -0.01
C9 -1.6503 2.5180 -0.5171  -0.19
H1 -2.6799 0.0275 0.5824  0.10
H2 -1.8894 0.4453 1.9312  0.08
H3 -3.4232 2.2914 2.3664  0.14
H4 -3.9934 4.6221 1.7539  0.13
H5 -3.1552 5.5801 -0.3628  0.14
H6 -1.8208 5.3076 -2.4667  0.15
H7 -0.3504 3.8451 -3.8535  0.13
H8 0.2556 1.6289 -3.0311  0.05
C10 -0.0623 -1.2597 3.2731  -0.23
P1 0.0607 -1.7542 1.5122  0.81
C11 1.1812 -3.1901 1.6150  -0.21
C12 -1.5626 -2.5967 1.2861  -0.38
C13 -1.6745 -3.1140 -0.1426  -0.35
P2 -1.2221 -1.8323 -1.3977  0.83
C14 -2.8188 -1.3851 -2.1611  -0.21
C15 -0.4006 -2.8876 -2.6349  -0.21
H9 -0.0536 -2.1673 3.8772  0.08
H10 -0.9942 -0.7316 3.4749  0.05
H11 0.7678 -0.6314 3.5908  0.03
H12 0.6938 -3.9571 2.2178  0.08
H13 2.1110 -2.9032 2.1041  0.06
H14 1.4199 -3.5890 0.6314  0.05
H15 -2.3750 -1.9078 1.5255  0.08
H16 -1.6252 -3.4181 2.0023  0.11
H17 -2.6818 -3.4741 -0.3576  0.11
H18 -0.9916 -3.9536 -0.2837  0.09
H19 -3.2166 -2.2627 -2.6711  0.07
H20 -2.6887 -0.5800 -2.8847  0.05
H21 -3.5373 -1.0588 -1.4078  0.06
H22 -1.0188 -3.7745 -2.7818  0.08
H23 0.5807 -3.1904 -2.2666  0.04
H24 -0.2754 -2.3815 -3.5872  0.04
C16 2.9132 0.8858 2.3773  -0.34
Te1 1.1007 1.7040 1.5756  1.39
C17 2.0762 3.4512 0.8314  -0.32
H25 3.1212 1.4195 3.3019  0.03
H26 3.7219 1.0456 1.6691  0.00
H27 2.7979 -0.1736 2.5903  0.00
H28 2.8542 3.1754 0.1247  -0.02
H29 2.5090 3.9502 1.6960  0.03
H30 1.3414 4.0999 0.3608  0.02
C18 4.7123 -3.8130 -0.9323  -0.03
C19 4.2975 -2.9370 0.0607  -0.06
C20 3.4148 -1.9141 -0.2491  -0.18
C21 2.9543 -1.7475 -1.5538  -0.37
C22 3.3563 -2.6423 -2.5421  -0.09
C23 4.2330 -3.6703 -2.2272  -0.03
As1 1.8498 -0.1898 -1.9131  1.30
C24 1.6399 -0.2130 -3.8574  -0.38
C25 0.4094 -0.2099 -4.5095  -0.16
C26 0.3507 -0.2031 -5.8955  -0.05
C27 1.5210 -0.2085 -6.6402  -0.03
C28 2.7516 -0.1916 -5.9961  -0.03
C29 2.8131 -0.1774 -4.6118  -0.10
C30 3.1713 1.2537 -1.7863  -0.36
C31 3.0538 2.4053 -2.5636  -0.11
C32 3.9978 3.4173 -2.4647  -0.05
C33 5.0711 3.2894 -1.5930  -0.05
C34 5.2043 2.1384 -0.8304  -0.05
C35 4.2577 1.1260 -0.9243  -0.12
H31 5.4128 -4.6035 -0.6986  0.13
H32 4.6708 -3.0537 1.0706  0.12
H33 3.0892 -1.2197 0.5206  0.06
H34 2.9907 -2.5420 -3.5546  0.10
H35 4.5543 -4.3550 -3.0009  0.12
H36 -0.5143 -0.1956 -3.9392  0.08
H37 -0.6093 -0.1930 -6.3953  0.12
H38 1.4760 -0.2137 -7.7208  0.13
H39 3.6670 -0.1843 -6.5726  0.13
H40 3.7727 -0.1255 -4.1114  0.12
H41 2.2689 2.5073 -3.3007  0.10
H42 3.9045 4.2964 -3.0886  0.12
H43 5.8153 4.0724 -1.5316  0.12
H44 6.0576 2.0193 -0.1752  0.12
H45 4.4049 0.2104 -0.3655  0.08

=====

Entry 6:
This record from OMol25 describes an isolated molecule of CH2FNOS in a non-equilibrium geometry. The level of theory is ωB97M-V/def2-TZVPD.

Output
Frontier orbital gap in eV: 10.3
HOMO level in eV: -10.07
Total charge: 0
E_tot in Ha: -667.3382
Energy relative to the best compared isomer or geometry (same formula, charge and spin) in kcal per mole: 7.5
Structure (SMILES): O=C(F)NS

Last column: Löwdin charge in e.
Geometry (Å):
O1 1.2915 1.1312 -0.4821  0.15
C1 0.8480 0.1106 -0.0799  -0.52
F1 1.8678 -1.0346 0.2203  -0.10
N1 -0.3035 -0.3899 0.3032  -0.33
S1 -1.8256 0.3950 0.3349  0.83
H1 -0.1971 -1.3722 0.4419  0.10
H2 -1.6810 1.1599 -0.7383  -0.13

=====

Entry 7:
This record from OMol25 describes a cluster of 3 separate species, C3H2FNOS in total in a non-equilibrium geometry. The level of theory is ωB97M-V/def2-TZVPD.

Output
Frontier orbital gap (alpha / beta) in eV: 7.8 / 7.8
HOMO level (alpha / beta) in eV: -9.50 / -9.48
Total charge: 0
E_tot in Ha: -743.3468
Energy relative to the best compared isomer or geometry (same formula, charge and spin) in kcal per mole: 120.8
Structure (SMILES): C#CF.C#N.O=S

Last column: Löwdin charge in e.
Geometry (Å):
C1 0.1809 1.9263 -2.4098  0.08
C2 -0.5574 1.6336 -1.4940  -0.30
F1 -1.3987 1.0118 -0.7843  0.09
H1 0.7805 2.5382 -3.1337  0.05
C3 1.0676 -0.1911 1.5391  -0.07
N1 0.1651 0.4418 1.2187  0.07
H2 1.9029 -0.9217 1.5780  0.08
O1 -1.1940 -2.7283 2.2866  -0.71
S1 -0.9469 -3.7107 1.1995  0.69

=====

Entry 8:
This record from OMol25 describes a cluster of 2 separate species, C3H5BrN2O in total in a non-equilibrium geometry. The level of theory is ωB97M-V/def2-TZVPD.

Output
Frontier orbital gap in eV: 10.2
HOMO level in eV: -9.92
Total charge: 0
E_tot in Ha: -2876.0253
Energy relative to the best compared isomer or geometry (same formula, charge and spin) in kcal per mole: 12.5
Structure (SMILES): C/C=N\Br.N=C=O

Last column: Löwdin charge in e.
Geometry (Å):
C1 -1.1934 1.2504 1.4840  -0.11
C2 -0.0293 0.5594 0.9459  -0.41
N1 0.6787 0.8609 -0.0185  -0.37
Br1 0.2874 2.4353 -1.0535  0.57
H1 -0.7150 2.2607 1.7912  0.12
H2 -1.8901 1.4413 0.7108  0.05
H3 -1.6046 0.8601 2.3708  0.06
H4 0.2004 -0.2345 1.5811  0.10
N2 1.4951 -2.3048 -1.3921  0.20
C3 0.7290 -2.5967 -2.2567  -0.43
O1 0.0275 -2.9914 -3.0873  0.15
H5 2.0144 -1.5407 -1.0756  0.05

=====

> Which value of E_tot does entry 8 give?

-2876.0253 Ha

=====

> Number 4 is which compound?

C9H18Cl2OPdS

=====

> Look up the E_tot of the fifth one.

-5700.2821 Ha

=====

> The highest total charge belongs to which entry?

C35H45AsCrN2P2Te